Below is 6 unconnected molecules or ions with the total composition C30H57BN10O7S, with properties calculated with wB97M-V/def2-TZVPD.

structure (SMILES)	CB(O)[C@@]1(CC(N)(N)N)NC(=O)[C@H](Cc2ccccc2)[C@H]1N=C=S.CNC(C)=O.CNC(C)=O.CNC(C)=O.CNC(C)=O.CNC(C)=O
HOMO-LUMO gap	0.310	Eh
charge	0

```
106
Properties=species:S:1:pos:R:3:forces:R:3:lowdin_charge:R:1
C -0.110 -4.737 3.637 -0.26 0.00 -0.11 -0.03
B 0.291 -3.237 3.079 0.33 0.34 2.22 -0.36
O 0.563 -2.260 4.135 -1.41 -1.20 -1.96 0.02
C 0.343 -2.838 1.501 -0.49 0.00 -1.08 -0.24
C 1.754 -2.614 0.761 -0.14 1.32 0.87 -0.06
C 2.905 -1.930 1.642 0.72 0.97 -1.13 -0.58
N 3.643 -2.904 2.532 -1.86 0.16 -0.56 0.08
N 2.473 -0.694 2.376 0.92 -1.12 -0.45 0.08
N 3.966 -1.460 0.645 -0.66 -1.52 -0.47 0.03
N -0.277 -3.920 0.627 -1.87 0.12 -0.49 0.08
C -1.587 -3.607 0.065 0.66 -0.49 0.44 -0.31
O -2.115 -4.097 -0.961 1.77 1.39 3.46 0.03
C -2.102 -2.447 1.072 -0.83 0.03 -1.58 -0.15
C -3.388 -1.747 0.408 -1.22 -0.84 0.45 -0.11
C -4.642 -2.725 0.730 -2.58 -1.25 1.28 -0.16
C -5.166 -3.809 -0.245 -1.38 -0.14 2.11 -0.04
C -6.335 -4.757 0.108 1.43 3.19 3.35 -0.06
C -6.979 -4.566 1.524 1.96 1.58 -0.87 -0.09
C -6.535 -3.478 2.521 2.30 -0.05 -3.63 -0.08
C -5.349 -2.544 2.116 -1.38 -2.98 -2.35 -0.03
C -0.725 -1.638 1.194 -0.01 -0.84 -2.10 -0.20
N -0.648 -0.391 2.015 -4.94 -0.60 3.56 0.11
C -1.626 -0.273 2.835 1.76 -0.25 -0.86 -0.62
S -2.842 -0.191 3.965 2.75 -0.01 -2.40 0.68
H 0.305 -5.563 2.967 -0.65 0.87 0.93 0.06
H -1.265 -4.836 3.651 1.71 0.07 -0.15 0.09
H 0.246 -4.904 4.716 -0.45 0.31 -1.67 0.08
H -0.278 -1.961 4.542 0.76 -0.30 -0.03 0.08
H 1.531 -1.936 -0.152 0.49 -1.28 1.77 0.09
H 2.111 -3.610 0.335 -0.35 1.23 0.74 0.13
H 3.154 -3.813 2.406 0.62 0.76 0.50 0.07
H 3.561 -2.619 3.518 -0.13 -0.15 -0.66 0.08
H 1.909 -0.109 1.744 0.46 -0.32 0.40 0.07
H 3.372 -0.192 2.575 -1.14 -0.33 -0.45 0.06
H 3.475 -1.026 -0.162 0.32 -0.26 0.72 0.07
H 4.340 -2.353 0.266 0.00 0.78 0.15 0.07
H -0.076 -4.889 0.894 -0.12 0.59 -0.59 0.13
H -2.484 -2.941 2.047 0.97 0.69 -1.40 0.16
H -3.324 -1.649 -0.729 0.27 -0.11 1.64 0.13
H -3.643 -0.730 0.871 0.54 -1.41 -0.66 0.11
H -4.679 -3.955 -1.279 -0.68 0.45 1.97 0.09
H -6.701 -5.582 -0.599 0.68 1.51 1.23 0.09
H -7.818 -5.270 1.828 1.21 1.08 -0.45 0.07
H -7.020 -3.312 3.541 0.66 -0.49 -1.76 0.08
H -5.014 -1.744 2.851 -0.40 -1.15 -1.25 0.05
H -0.527 -1.268 0.120 -0.05 -0.67 1.54 0.16
C -5.736 5.502 3.305 -0.35 0.03 -0.39 -0.07
N -5.259 4.479 2.400 0.47 -0.19 0.07 0.01
C -4.161 3.684 2.531 -0.18 -0.44 -0.33 -0.58
C -3.305 3.856 3.756 0.17 -0.03 0.06 -0.01
O -3.898 2.860 1.662 0.11 0.19 0.08 0.01
H -6.748 5.238 3.619 0.05 0.19 0.19 0.08
H -5.768 6.451 2.764 -0.01 0.10 0.28 0.09
H -5.101 5.608 4.182 0.00 -0.07 -0.15 0.08
H -5.781 4.304 1.553 0.03 0.02 0.11 0.14
H -2.471 3.154 3.716 -0.18 0.04 -0.12 0.07
H -2.901 4.871 3.793 -0.08 0.01 0.17 0.08
H -3.889 3.647 4.655 0.07 0.17 0.02 0.09
C -1.637 4.704 -0.263 -0.37 -0.28 0.25 -0.07
N -2.082 5.640 0.747 0.33 0.53 0.03 0.02
C -1.565 6.860 1.052 -0.49 -0.04 0.42 -0.55
C -0.377 7.341 0.263 0.14 0.16 -0.02 -0.02
O -2.067 7.530 1.946 0.14 -0.03 -0.12 0.02
H -2.466 4.523 -0.951 0.20 -0.15 -0.12 0.09
H -1.375 3.766 0.231 0.04 -0.06 -0.26 0.08
H -0.779 5.073 -0.819 -0.09 0.08 0.12 0.07
H -2.876 5.388 1.319 0.08 -0.04 -0.18 0.10
H -0.080 8.327 0.622 -0.15 -0.15 0.04 0.08
H 0.465 6.658 0.397 -0.03 0.01 -0.19 0.08
H -0.635 7.422 -0.795 0.15 -0.11 0.01 0.08
C 1.177 -4.809 -4.108 -0.36 -0.14 0.25 -0.07
N 0.749 -3.877 -3.089 0.18 0.53 0.21 0.02
C 1.280 -2.665 -2.782 -0.14 -0.19 0.11 -0.52
C 2.466 -2.189 -3.576 -0.26 -0.10 0.35 -0.01
O 0.787 -1.997 -1.878 -0.23 0.26 -0.49 -0.01
H 0.342 -4.978 -4.792 0.19 -0.14 -0.15 0.08
H 1.436 -5.753 -3.623 0.09 -0.06 -0.26 0.08
H 2.035 -4.444 -4.669 -0.09 0.05 0.11 0.08
H -0.045 -4.126 -2.511 0.00 -0.01 -0.03 0.12
H 2.774 -1.208 -3.215 -0.13 -0.14 -0.01 0.09
H 3.302 -2.881 -3.453 -0.01 0.02 -0.22 0.10
H 2.200 -2.100 -4.629 0.24 -0.15 0.14 0.05
C 6.859 3.919 0.558 -0.21 0.24 0.45 -0.08
N 6.017 3.062 1.362 -0.04 -0.33 -0.16 0.00
C 5.692 1.756 1.146 -0.40 -0.23 0.50 -0.54
C 6.258 1.078 -0.072 0.04 -0.21 -0.14 -0.01
O 4.961 1.172 1.932 0.21 0.36 -0.05 0.02
H 7.686 4.270 1.180 0.11 0.10 -0.26 0.08
H 6.266 4.779 0.237 0.24 0.06 -0.18 0.08
H 7.255 3.407 -0.316 -0.09 -0.03 0.13 0.07
H 5.599 3.445 2.198 0.07 -0.04 -0.10 0.14
H 5.909 0.045 -0.103 -0.07 0.18 0.22 0.06
H 5.918 1.587 -0.977 0.20 0.03 -0.02 0.08
H 7.349 1.074 -0.026 -0.03 0.10 -0.17 0.08
C 1.095 1.497 -7.242 -0.38 -0.38 0.01 -0.08
N 1.710 0.287 -6.741 0.52 0.00 0.15 0.01
C 2.997 0.101 -6.340 -0.08 -0.53 0.07 -0.53
C 3.937 1.274 -6.409 0.16 0.05 0.06 -0.01
O 3.359 -0.999 -5.938 0.17 0.44 -0.46 0.00
H 0.260 1.755 -6.586 0.01 0.25 -0.15 0.09
H 0.710 1.297 -8.244 -0.03 0.29 0.00 0.08
H 1.794 2.330 -7.282 0.00 -0.15 0.04 0.07
H 1.142 -0.545 -6.665 0.03 0.13 -0.04 0.14
H 4.922 0.969 -6.057 -0.20 -0.09 -0.03 0.09
H 4.030 1.620 -7.441 -0.05 0.15 0.10 0.09
H 3.576 2.083 -5.769 0.02 0.08 -0.17 0.09
```
Forces are in eV/Å.

***

Below is a single C21H27NO5S molecule, with properties calculated with wB97M-V/def2-TZVPD.

energy relative to the best compared isomer or geometry (same formula, charge and spin)	0.0	kcal per mole
structure (SMILES)	Cc1ccc(S(=O)(=O)N2CCC(C(=O)C3C(=O)CC(C)(C)CC3=O)CC2)cc1
HOMO-LUMO gap	0.356	Eh
charge	0

```
55
Properties=species:S:1:pos:R:3:forces:R:3:nbo_charge:R:1
C 0.509 3.989 -0.095 0.05 0.04 -0.04 -0.65
C -0.606 2.995 -0.036 -0.04 -0.04 0.03 0.01
C -1.181 2.530 -1.217 -0.06 -0.11 0.11 -0.21
C -2.190 1.584 -1.187 -0.06 0.09 -0.17 -0.20
C -2.628 1.098 0.033 -0.57 -0.41 0.06 -0.35
S -3.858 -0.207 0.075 0.00 -0.36 0.01 2.34
O -4.617 -0.155 -1.139 0.29 0.07 -0.16 -0.94
O -4.533 -0.141 1.337 0.32 0.12 0.14 -0.94
N -3.037 -1.656 0.058 -0.70 0.98 -0.01 -0.68
C -2.267 -2.006 1.219 0.24 0.02 0.56 -0.23
C -0.800 -1.532 1.130 -0.06 0.10 -0.03 -0.42
C -0.406 -1.318 -0.346 -0.02 -0.53 -0.23 -0.34
C 1.098 -1.315 -0.429 -0.47 0.28 0.00 0.67
O 1.755 -2.245 -0.821 -0.05 -0.25 -0.11 -0.55
C 1.727 -0.020 0.081 -0.13 0.35 0.17 -0.58
C 2.550 -0.337 1.324 -0.05 -0.10 -0.12 0.64
O 2.159 -0.003 2.412 0.00 0.05 0.21 -0.52
C 3.818 -1.084 1.053 0.35 -0.13 0.23 -0.53
C 4.692 -0.364 0.012 0.02 -0.03 -0.01 -0.01
C 5.921 -1.219 -0.295 -0.24 0.13 0.04 -0.60
C 5.128 1.000 0.553 -0.05 -0.22 -0.09 -0.62
C 3.868 -0.178 -1.273 0.36 0.05 -0.25 -0.54
C 2.604 0.576 -1.012 -0.05 -0.20 0.00 0.65
O 2.259 1.572 -1.593 0.01 0.14 -0.13 -0.54
C -1.049 -2.406 -1.204 0.01 0.23 0.14 -0.41
C -2.571 -2.204 -1.196 0.01 -0.20 -0.57 -0.22
C -2.094 1.566 1.217 -0.07 0.00 0.09 -0.21
C -1.082 2.512 1.179 -0.01 -0.05 -0.10 -0.17
H 1.324 3.588 -0.696 0.05 0.02 0.01 0.25
H 0.169 4.909 -0.568 0.01 0.11 0.00 0.22
H 0.880 4.223 0.899 0.05 0.06 0.06 0.21
H -0.822 2.907 -2.163 0.03 0.03 -0.12 0.22
H -2.652 1.219 -2.091 -0.02 0.00 -0.16 0.24
H -2.774 -1.560 2.074 0.13 -0.22 0.12 0.24
H -2.303 -3.095 1.329 -0.05 0.09 0.03 0.20
H -0.153 -2.292 1.573 0.03 0.00 0.04 0.22
H -0.655 -0.607 1.688 0.06 -0.06 0.06 0.23
H -0.774 -0.345 -0.682 0.18 -0.04 0.09 0.25
H 0.944 0.698 0.342 0.15 -0.12 -0.03 0.26
H 4.362 -1.215 1.989 -0.03 0.02 0.02 0.24
H 3.545 -2.067 0.660 0.02 0.02 0.03 0.26
H 5.628 -2.192 -0.681 -0.02 -0.13 -0.05 0.21
H 6.512 -1.370 0.605 0.09 -0.03 0.11 0.21
H 6.548 -0.729 -1.036 0.09 0.05 -0.10 0.21
H 5.739 1.521 -0.180 0.04 0.09 -0.08 0.22
H 5.713 0.879 1.462 0.04 0.01 0.12 0.22
H 4.266 1.622 0.784 -0.06 0.18 0.07 0.21
H 4.449 0.349 -2.031 -0.03 0.03 0.00 0.24
H 3.591 -1.164 -1.658 0.03 0.05 0.00 0.26
H -0.788 -3.384 -0.798 0.05 -0.04 -0.05 0.21
H -0.672 -2.358 -2.225 -0.01 -0.10 0.00 0.23
H -2.886 -1.511 -1.976 0.09 -0.18 -0.12 0.23
H -3.076 -3.161 -1.375 0.02 0.13 -0.06 0.20
H -2.485 1.194 2.150 0.00 -0.01 0.17 0.24
H -0.655 2.874 2.103 0.05 0.04 0.09 0.21
```
Forces are in eV/Å.

***

Below is a single C20H24ClN3O5 molecule, with properties calculated with wB97M-V/def2-TZVPD.

energy relative to the best compared isomer or geometry (same formula, charge and spin)	39.8	kcal per mole
structure (SMILES)	CCOC(=O)CC1(NC(=O)c2cc(COc3cncc(Cl)c3)on2)CCCCC1
HOMO-LUMO gap	0.358	Eh
charge	0

```
53
Properties=species:S:1:pos:R:3:forces:R:3:nbo_charge:R:1
C -0.715 2.218 1.422 -0.05 -0.44 0.26 -0.62
C -0.554 1.179 2.514 0.24 0.41 0.29 -0.08
O -1.282 0.011 2.131 -0.17 0.22 -0.39 -0.52
C -1.556 -0.887 3.079 -0.25 -0.30 0.14 0.81
O -1.271 -0.746 4.240 0.06 0.04 0.11 -0.60
C -2.204 -2.110 2.477 0.18 0.04 -0.07 -0.52
C -1.107 -3.133 2.077 -0.66 -0.02 0.13 0.16
N -0.106 -2.449 1.270 0.24 -0.14 0.16 -0.63
C -0.364 -1.791 0.122 0.23 -0.29 0.32 0.67
O -1.386 -1.857 -0.528 -0.04 0.14 -0.18 -0.60
C 0.788 -0.955 -0.318 0.70 0.72 -0.40 0.05
C 0.934 -0.289 -1.563 0.60 0.25 0.16 -0.32
C 2.136 0.347 -1.446 -0.95 -0.48 -0.23 0.28
C 2.926 1.190 -2.395 0.40 -0.01 0.22 -0.11
O 2.177 1.591 -3.516 -0.09 -0.15 -0.09 -0.47
C 1.194 2.514 -3.361 -0.45 0.47 0.04 0.27
C 0.469 2.854 -4.511 0.43 -0.37 0.18 -0.01
N -0.498 3.742 -4.517 -0.15 0.05 -0.34 -0.37
C -0.818 4.361 -3.395 -0.05 0.17 0.48 -0.02
C -0.159 4.097 -2.203 0.07 -0.17 -0.40 -0.05
Cl -0.592 4.934 -0.761 -0.07 0.13 0.09 0.02
C 0.861 3.155 -2.172 0.11 -0.09 -0.15 -0.30
O 2.660 0.093 -0.234 0.34 0.45 -0.52 -0.26
N 1.821 -0.713 0.452 -0.69 -0.67 0.62 -0.13
C -1.742 -4.276 1.271 0.22 0.02 -0.20 -0.41
C -0.709 -5.343 0.920 -0.23 -0.14 0.18 -0.40
C -0.059 -5.901 2.182 0.26 0.12 -0.22 -0.40
C 0.604 -4.775 2.968 -0.23 -0.16 0.14 -0.40
C -0.420 -3.699 3.323 0.33 0.04 -0.21 -0.41
H -1.756 2.518 1.333 -0.09 0.08 -0.04 0.22
H -0.113 3.092 1.653 0.05 0.08 0.00 0.22
H -0.400 1.803 0.467 0.08 0.02 -0.17 0.21
H -0.935 1.538 3.476 0.10 -0.07 -0.15 0.20
H 0.499 0.901 2.641 -0.15 0.02 0.04 0.19
H -2.749 -1.818 1.579 -0.05 -0.05 0.04 0.25
H -2.878 -2.561 3.203 0.02 0.01 0.02 0.23
H 0.762 -2.208 1.728 0.02 0.01 -0.06 0.42
H 0.251 -0.299 -2.384 -0.14 0.03 -0.22 0.26
H 3.751 0.596 -2.806 -0.11 0.15 0.12 0.23
H 3.359 2.049 -1.864 -0.04 -0.08 -0.08 0.20
H 0.701 2.376 -5.451 0.12 -0.13 -0.09 0.20
H -1.618 5.084 -3.452 -0.07 0.10 0.14 0.21
H 1.364 2.949 -1.240 0.04 -0.02 0.08 0.24
H -2.539 -4.719 1.869 -0.08 0.00 0.08 0.20
H -2.179 -3.868 0.360 -0.10 0.00 0.09 0.24
H -1.196 -6.146 0.363 0.03 0.02 -0.08 0.21
H 0.057 -4.907 0.277 0.02 -0.03 -0.08 0.20
H 0.682 -6.657 1.917 -0.03 -0.08 0.05 0.21
H -0.820 -6.379 2.802 -0.04 -0.08 0.05 0.19
H 1.047 -5.167 3.885 0.09 0.06 -0.01 0.21
H 1.408 -4.343 2.368 0.11 -0.01 0.02 0.19
H 0.055 -2.892 3.884 -0.07 0.04 0.07 0.22
H -1.186 -4.136 3.967 -0.08 0.06 0.03 0.21
```
Forces are in eV/Å.

***

Below is 2 unconnected molecules or ions with the total composition C5H6O3, with properties calculated with wB97M-V/def2-TZVPD.

energy relative to the best compared isomer or geometry (same formula, charge and spin)	61.3	kcal per mole
structure (SMILES)	O=C1CC=CO1.C=O
HOMO-LUMO gap	0.367	Eh
charge	0

```
14
Properties=species:S:1:pos:R:3:forces:R:3:nbo_charge:R:1
O 0.031 -0.656 0.436 1.51 -0.10 0.35 -0.54
C 1.055 -0.060 0.290 1.04 -1.21 -1.95 0.79
C 2.197 -0.165 -0.840 -5.38 -0.80 -1.69 -0.54
C 3.017 0.926 -0.479 3.00 3.16 -0.62 -0.30
C 2.530 1.600 0.581 1.36 -2.32 -3.04 0.13
O 1.398 1.034 0.992 -2.41 0.43 2.46 -0.48
H 2.739 -1.076 -0.910 0.03 -1.07 -0.03 0.25
H 1.429 -0.092 -1.878 2.55 0.01 2.64 0.24
H 3.958 1.150 -1.059 -1.15 -0.05 1.07 0.23
H 2.935 2.359 1.150 0.54 1.49 1.00 0.21
C -1.938 0.760 -0.436 1.92 1.09 -1.04 0.29
O -2.351 -0.074 0.296 -1.46 -0.03 -0.18 -0.47
H -0.984 1.338 -0.137 -1.30 -0.16 -0.32 0.09
H -2.256 0.981 -1.527 -0.24 -0.43 1.35 0.10
```
Forces are in eV/Å.

***

Below is a molecular structure, C28H12BrCl2F5N3O4Zr, with properties calculated with wB97M-V/def2-TZVPD.

energy relative to the best compared isomer or geometry (same formula, charge and spin)	4.5	kcal per mole
HOMO-LUMO gap	0.230	Eh
charge	+1

```
56
Properties=species:S:1:pos:R:3:forces:R:3:nbo_charge:R:1
Zr -0.805 1.315 0.775 0.36 0.36 0.02 2.50
Br 3.404 -3.709 -6.458 0.00 0.00 -0.02 0.09
C 2.910 -4.306 -4.738 -0.01 -0.01 0.02 -0.09
C 2.205 -5.493 -4.602 0.01 0.02 -0.02 -0.22
C 1.859 -5.933 -3.335 -0.03 -0.02 0.07 -0.22
C 2.171 -5.162 -2.224 0.00 -0.02 -0.04 0.11
C 2.902 -3.990 -2.365 0.05 0.07 -0.02 -0.24
C 3.280 -3.563 -3.627 -0.01 -0.02 0.00 -0.22
N 1.825 -5.697 -0.937 0.01 0.02 0.00 -0.08
N 1.226 -5.025 -0.093 0.02 0.00 0.06 -0.12
C 0.697 -3.722 -0.373 -0.08 0.00 -0.10 0.07
C -0.176 -3.472 -1.398 0.01 0.04 0.02 -0.17
C -0.798 -2.212 -1.556 -0.01 -0.02 0.01 -0.22
C -0.536 -1.214 -0.665 0.06 -0.03 -0.04 0.28
O -1.049 0.040 -0.708 0.06 -0.13 0.05 -0.81
C 0.340 -1.464 0.416 -0.01 -0.02 -0.04 0.19
N 0.546 -0.417 1.272 0.03 -0.04 -0.02 -0.59
C 1.360 -0.575 2.305 -0.04 0.01 -0.09 0.12
C 1.999 -1.792 2.559 0.01 -0.02 -0.01 -0.27
C 1.796 -2.856 1.713 0.04 0.02 0.07 -0.06
C 0.955 -2.711 0.592 0.01 0.00 -0.01 -0.11
H 1.947 -6.075 -5.475 0.00 0.00 0.00 0.24
H 1.339 -6.872 -3.194 0.00 0.00 -0.03 0.24
H 3.197 -3.414 -1.497 -0.02 -0.03 0.03 0.22
H 3.862 -2.660 -3.748 0.00 0.00 0.00 0.23
H -0.400 -4.252 -2.113 0.01 -0.01 0.01 0.24
H -1.474 -2.038 -2.382 -0.01 0.00 0.01 0.25
H 1.506 0.293 2.937 0.02 -0.02 0.03 0.23
H 2.641 -1.877 3.423 0.00 -0.01 0.00 0.25
H 2.272 -3.810 1.897 0.00 0.00 0.00 0.25
Cl 1.901 8.118 1.960 0.00 0.04 0.01 0.06
C 1.515 6.445 1.828 0.10 0.02 0.15 -0.07
C 1.977 5.561 2.814 0.06 -0.06 0.05 -0.14
C 1.715 4.210 2.748 -0.15 0.25 -0.21 -0.12
Cl 2.256 3.154 3.992 0.03 -0.04 -0.07 0.06
C 0.961 3.696 1.675 -0.07 -0.45 0.08 0.47
O 0.733 2.398 1.589 -0.21 0.12 0.09 -0.83
C 0.460 4.603 0.711 0.23 0.11 0.11 -0.30
C -0.359 4.173 -0.359 -0.06 0.09 -0.03 0.49
O -0.793 3.011 -0.537 -0.19 -0.20 0.04 -0.69
C 0.764 5.981 0.790 -0.12 -0.06 -0.14 -0.14
H 2.553 5.953 3.642 0.00 -0.02 0.01 0.26
H -0.662 4.923 -1.095 0.05 0.01 -0.04 0.19
H 0.389 6.660 0.036 0.00 -0.01 0.00 0.24
F -6.834 3.082 0.208 0.00 0.00 0.00 -0.26
C -5.716 2.553 0.676 -0.02 -0.02 0.00 0.30
C -5.618 1.174 0.840 0.01 0.03 0.00 0.29
F -6.649 0.407 0.526 -0.01 -0.01 0.00 -0.26
C -4.451 0.606 1.312 0.03 -0.02 0.02 0.32
F -4.363 -0.709 1.456 0.00 0.00 0.00 -0.27
C -3.356 1.406 1.645 -0.15 -0.04 0.02 0.11
O -2.195 0.894 2.118 -0.04 0.01 -0.03 -0.77
C -3.482 2.778 1.461 0.03 0.09 0.03 0.29
F -2.401 3.542 1.761 -0.05 -0.01 -0.03 -0.31
C -4.640 3.365 0.986 0.04 0.00 0.00 0.27
F -4.707 4.679 0.817 0.00 0.00 0.00 -0.27
```
Forces are in eV/Å.

***

Below is a single C6H4 molecule, with properties calculated with wB97M-V/def2-TZVPD.

energy relative to the best compared isomer or geometry (same formula, charge and spin)	114.9	kcal per mole
HOMO-LUMO gap (alpha / beta)	0.301 / 0.301	Eh
charge	0

```
10
Properties=species:S:1:pos:R:3:forces:R:3:nbo_charge:R:1
C -1.955 0.391 -0.207 -1.69 -1.79 -1.00 -0.20
C -0.627 0.728 0.124 2.72 0.60 1.56 0.05
C -1.345 -0.782 -0.339 0.45 2.68 0.27 0.12
C 0.516 -0.002 0.582 -2.97 -1.70 0.37 -0.04
C 0.731 1.237 -0.133 1.84 2.66 -1.31 -0.43
C -0.051 -1.352 0.164 1.81 2.04 -3.16 -0.47
H 1.313 1.555 -1.059 -1.08 -1.16 0.49 0.22
H 1.048 1.967 0.621 -0.44 0.01 -0.16 0.24
H -0.275 -2.037 0.847 -0.34 -2.89 3.02 0.24
H 0.645 -1.705 -0.599 -0.31 -0.46 -0.07 0.26
```
Forces are in eV/Å.

***

| no. | molecular weight (g/mol) | total energy (Eh) |
| --- | --- | --- |
| 1 | 712.73 | -2674.4957 |
| 2 | 405.52 | -1645.5771 |
| 3 | 421.88 | -1777.1843 |
| 4 | 114.10 | -419.7417 |
| 5 | 791.44 | -5580.1216 |
| 6 | 76.10 | -230.6936 |